*w*
The following is a quantum chemistry calculation of 2 unconnected molecules or ions with the total composition C2H4OS2, from OMol25.

```
! RIJCOSX wB97M-V def2-TZVPD def2/J DEFGRID3
* xyz 0 1
C -2.18 -1.16 0.46
C 2.09 0.23 -0.04
O -2.45 -2.17 -0.10
S -2.10 0.42 -0.32
S 2.49 -1.32 -0.17
H -1.96 -1.06 1.53
H 1.89 0.70 0.91
H -2.36 -0.04 -1.55
H 1.99 0.86 -0.92
*
```

Values from the calculation:
Structure (SMILES)   O=CS.C=S
HOMO-LUMO gap   8.53 eV
Lowest unoccupied orbital energy   -0.0160 Ha

=====

*x*
The following is a quantum chemistry calculation of a single C2H4OS2 molecule, from OMol25.

```
! RIJCOSX wB97M-V def2-TZVPD def2/J DEFGRID3
* xyz 0 1
C 0.08 0.79 0.08
C -0.70 -0.24 -0.63
H 0.58 -0.61 2.00
H -0.34 1.53 0.77
H 0.57 1.38 -0.69
H 0.65 -1.57 -0.36
O -0.30 -1.52 -0.60
S 1.38 -0.06 1.09
S -1.92 0.31 -1.66
*
```

Values from the calculation:
Structure (SMILES)   OC(=S)CS
HOMO-LUMO gap   8.76 eV
Lowest unoccupied orbital energy   -0.0012 Ha

=====

*y*
The following is a quantum chemistry calculation of a molecular structure, C2H4OS2, from OMol25.

```
! RIJCOSX wB97M-V def2-TZVPD def2/J DEFGRID3
* xyz 0 1
C 0.35 0.05 -0.46
C -0.74 -0.15 1.21
O 1.47 -0.78 -0.54
S 0.41 1.76 -1.02
S -0.75 0.26 -1.86
H -1.56 0.57 1.32
H 0.11 -0.14 1.76
H -1.32 -0.96 0.89
H 2.04 -0.61 -1.30
*
```

Values from the calculation:
HOMO-LUMO gap   8.43 eV
Lowest unoccupied orbital energy   0.0026 Ha

=====

*z*
The following is a quantum chemistry calculation of a single C2H4OS2 molecule, from OMol25.

```
! RIJCOSX wB97M-V def2-TZVPD def2/J DEFGRID3
* xyz 0 1
C 0.57 0.48 -0.46
C -0.76 -0.10 -0.07
H 2.26 -0.81 -0.16
H 0.58 1.43 -0.24
H 0.27 0.34 -1.54
H -2.01 -0.78 1.86
O 1.87 0.26 -0.07
S -0.49 -1.20 1.24
S -2.30 0.38 -0.56
*
```

Values from the calculation:
Structure (SMILES)   OCC(=S)S
HOMO-LUMO gap   8.04 eV
Lowest unoccupied orbital energy   -0.0304 Ha

=====

In order of decreasing stability: *x*, *w*, *y*, *z*.

=====

*w*
The following is a quantum chemistry calculation of 2 unconnected molecules or ions with the total composition C5H10N2, from OMol25.

```
! RIJCOSX wB97M-V def2-TZVPD def2/J DEFGRID3
* xyz 0 1
C -0.49 -0.86 2.13
C -1.99 2.45 0.01
C -0.38 -1.00 0.65
C -1.07 1.82 -0.52
C 0.43 -0.32 -0.21
N 1.83 -0.24 -2.26
N 0.76 -0.74 -1.40
H -0.36 -1.86 2.53
H 0.33 -0.31 2.51
H -2.33 2.68 1.01
H -1.25 -0.26 2.43
H -0.75 -1.97 0.28
H -0.52 1.35 -1.26
H 1.16 0.34 0.24
H 1.58 0.59 -2.73
H 2.70 -0.14 -1.61
H 0.37 -1.52 -1.81
*
```

Values from the calculation:
Structure (SMILES)   C/C=C/NN.C#C
HOMO-LUMO gap   8.38 eV
Lowest unoccupied orbital energy   0.0343 Ha

=====

*x*
The following is a quantum chemistry calculation of a single C5H10N2 molecule, from OMol25.

```
! RIJCOSX wB97M-V def2-TZVPD def2/J DEFGRID3
* xyz 0 1
C 0.94 -1.56 0.75
C 0.65 -0.26 0.14
N 1.67 0.34 -0.73
N -0.14 2.04 0.41
C 0.00 0.83 0.93
C -0.68 -0.60 -0.67
C -1.99 -0.40 -0.45
H 2.53 0.40 -0.19
H 1.84 -0.27 -1.52
H 0.23 2.19 -0.53
H -0.73 2.74 0.83
H 0.14 -2.03 1.31
H 1.47 -2.25 0.10
H -0.41 0.64 1.91
H -0.40 -1.19 -1.54
H -2.73 -0.88 -1.08
H -2.38 0.26 0.31
*
```

Values from the calculation:
HOMO-LUMO gap (alpha / beta)   8.76 / 5.15 eV
Lowest unoccupied orbital energy (alpha / beta)   0.0403 / -0.0042 Ha

=====

*y*
The following is a quantum chemistry calculation of a single C5H10N2 molecule, from OMol25.

```
! RIJCOSX wB97M-V def2-TZVPD def2/J DEFGRID3
* xyz 0 1
C 0.11 -0.59 -1.60
C 1.46 0.57 0.28
C 0.23 0.25 0.78
C -1.82 0.14 0.57
C -0.62 0.11 -0.50
H -0.11 -1.73 -1.34
H -0.04 -0.49 -2.78
H 2.18 -1.22 -0.77
H 2.30 0.16 0.97
H 2.15 1.57 -0.07
H 0.23 -0.84 1.20
H -1.02 0.76 2.47
H -2.16 -0.92 0.84
H -2.72 0.68 0.52
H -0.81 1.07 -0.92
N 1.58 -0.34 -1.01
N -0.94 0.82 1.37
*
```

Values from the calculation:
Structure (SMILES)   C1NC[C@H]2NC[C@H]12
HOMO-LUMO gap   9.53 eV
Lowest unoccupied orbital energy   0.0369 Ha

=====

In order of decreasing stability: *x*, *w*, *y*.

=====

*w*
The following is a quantum chemistry calculation of a single C5H10N2 molecule, from OMol25.

```
! RIJCOSX wB97M-V def2-TZVPD def2/J DEFGRID3
* xyz 0 1
C -0.15 0.47 1.48
N 0.69 -0.61 -0.58
C 0.89 -0.37 0.78
N -2.13 0.14 -0.96
C 0.22 0.38 -1.48
C -1.07 0.67 -1.67
C 1.91 -0.91 1.43
H 1.48 -1.12 -0.97
H -3.00 0.06 -1.47
H -1.87 -0.72 -0.48
H 0.97 0.90 -2.07
H -1.35 1.44 -2.38
H 0.25 0.85 2.41
H -1.03 -0.14 1.69
H -0.46 1.29 0.85
H 2.65 -1.51 0.93
H 2.01 -0.81 2.49
*
```

Values from the calculation:
Structure (SMILES)   C=C(C)N/C=C\N
HOMO-LUMO gap   8.71 eV
Lowest unoccupied orbital energy   0.0392 Ha

=====

*x*
The following is a quantum chemistry calculation of a single C5H10N2 molecule, from OMol25.

```
! RIJCOSX wB97M-V def2-TZVPD def2/J DEFGRID3
* xyz 0 1
C -0.35 1.30 -0.92
C -1.07 0.01 -0.62
C -0.58 -0.83 0.51
C -0.46 -2.16 0.50
C 1.01 0.15 1.95
N -0.18 -0.18 1.72
N 1.03 1.15 -1.27
H -0.96 1.85 -1.64
H -0.37 1.92 -0.01
H -1.19 -0.63 -1.51
H -2.16 0.04 -0.47
H -0.34 -2.49 -0.53
H -0.45 -2.79 1.37
H 1.68 0.57 1.19
H 1.40 0.14 2.97
H 1.65 0.38 -1.10
H 1.33 1.58 -2.13
*
```

Values from the calculation:
Structure (SMILES)   C=NC(=C)CCN
HOMO-LUMO gap   9.42 eV
Lowest unoccupied orbital energy   0.0397 Ha

=====

In order of decreasing stability: *w*, *x*.

=====

*w*
The following is a quantum chemistry calculation of a single C5H10N2 molecule, from OMol25.

```
! RIJCOSX wB97M-V def2-TZVPD def2/J DEFGRID3
* xyz 0 1
C -2.06 -0.19 0.07
C -1.08 -0.32 -1.07
N -0.16 0.78 -1.41
C 0.38 -0.47 -0.88
C 1.06 -0.58 0.46
C 2.11 0.40 0.84
N 0.84 0.34 1.56
H -2.98 0.31 -0.28
H -1.66 0.39 0.90
H -2.35 -1.17 0.46
H -1.50 -0.79 -1.96
H -0.20 1.49 -0.69
H 0.92 -1.04 -1.64
H 1.19 -1.61 0.78
H 2.98 0.09 1.40
H 2.27 1.24 0.16
H 0.25 1.12 1.29
*
```

Values from the calculation:
Structure (SMILES)   C[C@H]1N[C@H]1[C@H]1CN1
HOMO-LUMO gap   10.40 eV
Lowest unoccupied orbital energy   0.0433 Ha

=====

*x*
The following is a quantum chemistry calculation of a single C5H10N2 molecule, from OMol25.

```
! RIJCOSX wB97M-V def2-TZVPD def2/J DEFGRID3
* xyz 0 1
C 0.22 -0.45 1.29
C 0.48 0.46 0.25
C -0.05 -0.86 -0.21
C -0.18 1.77 -0.25
C -1.55 -1.27 -0.52
N 2.02 0.35 -0.19
N 2.58 -0.69 -0.27
H 1.11 -0.83 1.85
H -0.66 -0.34 1.90
H 0.00 1.98 -1.40
H 0.20 2.66 0.19
H -1.20 1.74 -0.06
H -1.65 -2.27 -0.94
H -2.30 -0.61 -1.13
H -1.96 -1.36 0.41
H 2.36 1.31 -0.25
H 0.57 -1.59 -0.67
*
```

Values from the calculation:
HOMO-LUMO gap   8.84 eV
Lowest unoccupied orbital energy   0.0340 Ha

=====

In order of decreasing stability: *w*, *x*.